18
Properties=species:S:1:pos:R:3:nbo_charge:R:1 method="wB97M-V/def2-TZVPD" homo_ha=-0.2782 orbital_gap_ev=8.16 e_above_lowest_kj_mol=418.2 largest_force_ev_per_a=4.10
C -1.0952 -0.0507 -0.4122 -0.270
C 2.2245 -0.6437 0.0882 -0.499
C -1.6336 -1.0663 0.5681 -0.636
C -1.0867 1.4107 0.0130 -0.649
C 2.2496 -1.0221 1.3256 -0.479
N 1.1134 0.9478 -1.6644 -1.017
S 0.8461 -0.4799 -0.8789 0.879
H -1.2012 -2.0016 0.2268 0.218
H -2.6830 -1.0053 0.5704 0.219
H -1.0983 -0.8854 1.5616 0.207
H -0.2934 1.5751 0.7741 0.226
H -2.0686 1.5952 0.4828 0.206
H -1.0599 1.9063 -1.0028 0.236
H 1.2307 -1.0620 1.8950 0.161
H 3.1665 -1.1342 1.9599 0.211
H -1.5997 -0.2531 -1.3206 0.194
H 0.9370 0.8344 -2.6418 0.382
H 2.0517 1.3349 -1.5446 0.411